{
  "formula": "C17H21BN6Pd",
  "method": "ωB97M-V/def2-TZVPD",
  "species": ["C", "N", "C", "B", "H", "H", "C", "H", "H", "N", "H", "H", "H", "H", "H", "H", "H", "N", "C", "C", "C", "H", "H", "H", "C", "C", "C", "H", "H", "C", "C", "Pd", "H", "N", "H", "C", "C", "H", "N", "H", "C", "C", "C", "N", "H", "C"],
  "positions_angstrom": [[0.1038, 2.8936, -0.1811], [0.1030, 1.7440, -0.8688], [-1.3354, 0.1771, -4.4573], [0.8000, 0.8657, -3.1538], [-2.7700, -3.1396, 0.8618], [0.5434, 4.9785, -0.7931], [0.9881, -0.5961, 4.2800], [-1.9505, -1.6902, 1.4672], [-1.2790, 0.7478, 6.4583], [-1.2832, -0.1713, -2.2340], [-1.2668, 0.8163, 2.1303], [1.3376, 1.2468, -4.1585], [3.9728, -2.5152, -2.1986], [-2.3544, 1.3987, 4.3063], [1.0129, 3.7469, -3.2469], [-0.0839, 2.8600, 0.8760], [-3.1792, -1.0625, -2.0220], [1.6054, -0.3077, -2.5214], [-2.5450, -0.3996, -4.0931], [0.7057, 3.3491, -2.2821], [-2.0648, -2.7742, 1.6147], [-3.3493, -0.6637, -4.7550], [-0.9200, 0.5287, -5.3957], [1.9491, -1.1195, 4.2758], [0.4005, -0.2294, 5.4928], [-1.4160, 0.8419, 4.2992], [0.4438, 3.9401, -1.0562], [-2.4210, -2.9509, 2.6365], [1.7268, -0.1432, 1.4199], [0.8421, -0.7171, 1.7186], [-0.8199, 0.4973, 3.0800], [-0.1475, -0.1815, 0.0215], [0.8757, -0.4886, 6.4463], [-0.6031, 0.2888, -3.3335], [-1.0983, -3.2603, 1.4787], [2.3050, -1.7342, -0.9804], [-0.8150, 0.4797, 5.5057], [2.3779, -2.1852, -0.0062], [1.3572, -0.8175, -1.2590], [2.9642, -0.7547, -4.0644], [-2.4664, -0.6039, -2.6960], [2.6334, -0.9848, -3.0639], [3.1198, -1.8781, -2.1174], [0.5699, 2.0192, -2.1416], [1.0957, -1.7774, 1.6526], [0.3348, -0.2738, 3.0580]],
  "homo_lumo_gap_ev": [8.59, 4.58],
  "lumo_ev": [-5.679, -10.262],
  "total_charge": 2,
  "e_above_lowest_kcal_mol": 0.0,
  "homo_energy_ev": [-14.27, -14.84],
  "multiplicity": 5,
  "molar_mass_g_mol": 426.63
}